28
Properties=species:S:1:pos:R:3:forces:R:3:mulliken_spin:R:1 method="wB97M-V/def2-TZVPD" e_above_lowest_kj_mol=163.1 total_energy_ev=-50335.779 gap_ha="0.160 / 0.155" spin_multiplicity=3 charge=-2
C -2.8162 -1.0600 -0.0852 -1.7 0.3 -1.8 0.104
C -1.7632 -1.3102 -1.0535 -0.6 0.6 -1.8 0.168
C -1.3125 0.0002 -1.5310 -1.0 -0.1 0.1 -0.038
H -1.6033 -2.2373 -1.6594 0.0 0.8 1.0 -0.002
C -1.9638 1.0118 -0.7733 0.4 -1.2 -1.0 -0.022
C -2.8092 0.3721 0.2000 -1.6 -0.1 -0.8 0.038
H -3.6389 0.8774 0.7153 0.6 -0.2 0.0 -0.010
H -3.3894 -1.8485 0.4289 0.1 0.6 -0.3 0.050
H -0.7273 0.1590 -2.4767 -0.2 -0.2 1.6 -0.010
H -1.9031 2.0842 -1.0524 0.1 -0.8 0.8 0.011
Ti -1.2205 -1.0067 1.0736 1.9 2.7 1.0 1.658
Cl 0.1068 -2.6674 1.4325 1.6 -2.3 0.9 0.009
C 3.2514 -0.0350 -0.1815 -0.3 1.0 -0.6 0.002
C 2.7337 1.1997 -0.6917 0.1 -1.0 -0.7 0.004
C 2.2174 0.9394 -1.9923 0.8 -1.1 0.4 -0.003
H 2.6953 2.1480 -0.1783 -0.1 0.0 0.2 0.001
C 2.4412 -0.4488 -2.2855 0.2 0.9 0.7 -0.001
C 3.0727 -1.0371 -1.1524 -0.4 0.9 -0.6 0.003
H 3.3536 -2.0613 -1.0510 0.1 -0.6 0.1 -0.001
H 3.6714 -0.1603 0.8010 0.1 -0.1 0.3 -0.004
H 1.7627 1.6305 -2.6857 -0.1 0.3 0.0 0.000
H 2.1873 -0.9102 -3.2310 -0.1 -0.2 0.0 0.000
C -1.0302 0.5864 3.2495 0.7 0.1 0.8 -0.021
C -0.3316 0.7899 1.8794 -2.2 -3.6 -1.4 0.056
O 0.5422 1.5122 1.5443 1.3 2.4 1.0 -0.011
H -2.0728 0.9211 3.2636 0.2 0.1 -0.1 -0.019
H -0.4309 1.0699 4.0114 0.1 0.3 0.8 0.006
H -1.0226 -0.5189 3.4815 -0.1 0.8 -0.2 0.031

80
Properties=species:S:1:pos:R:3:forces:R:3:mulliken_spin:R:1 method="wB97M-V/def2-TZVPD" e_above_lowest_kj_mol=70.9 total_energy_ev=-154231.918 gap_ha="0.273 / 0.182" spin_multiplicity=5 charge=+1
Os 0.7851 -0.4320 0.4771 -0.2 -0.3 -0.1 3.207
C 4.6936 -1.1536 -1.9154 0.1 -0.1 -0.2 0.000
N 3.5515 -1.8401 -1.3670 0.0 0.2 0.1 0.032
C 3.7619 -2.7651 -0.2889 -0.1 -0.1 0.0 0.023
C 3.0555 -2.2798 0.9757 0.0 -0.1 0.1 0.028
N 1.6034 -2.1867 0.7426 0.1 0.0 0.1 0.175
C 0.7884 -3.2994 0.9325 -0.1 0.0 -0.2 -0.052
C -0.5076 -3.2929 0.3897 0.0 -0.1 0.2 0.045
F -0.9374 -2.1937 -0.2872 0.0 0.0 -0.1 0.036
C -1.4160 -4.3197 0.5117 0.2 0.0 0.1 -0.012
F -2.6259 -4.1967 -0.0211 -0.1 0.0 0.0 -0.002
C -1.0551 -5.4661 1.1953 0.1 0.1 0.0 0.063
F -1.9052 -6.4671 1.3277 -0.1 -0.1 0.0 0.005
C 0.2121 -5.5311 1.7479 0.0 0.2 -0.1 -0.023
F 0.5756 -6.6104 2.4196 0.0 -0.1 0.1 -0.002
C 1.1091 -4.4788 1.6270 -0.2 -0.1 -0.2 0.039
F 2.2850 -4.6627 2.2235 0.1 0.0 0.1 0.004
C 2.4190 -2.0519 -2.2208 -0.1 0.0 0.0 0.014
C 1.6633 -0.7451 -2.4873 0.0 0.0 0.1 -0.029
N 1.5646 0.1013 -1.2878 0.0 -0.1 0.1 0.401
C 1.9214 1.4373 -1.4194 0.0 0.0 0.0 -0.082
C 2.4649 2.0996 -0.3103 0.0 0.1 0.0 0.101
F 2.6111 1.4137 0.8472 0.0 0.0 0.0 0.042
C 2.8775 3.4158 -0.3299 -0.1 -0.2 -0.1 -0.010
F 3.3981 3.9706 0.7543 0.0 0.1 0.1 -0.002
C 2.7558 4.1418 -1.5022 -0.1 -0.1 0.0 0.085
F 3.1391 5.4025 -1.5474 0.1 0.2 0.0 0.008
C 2.2075 3.5356 -2.6218 0.0 -0.1 0.2 -0.031
F 2.0508 4.2359 -3.7300 0.0 0.1 -0.1 -0.003
C 1.7956 2.2152 -2.5808 0.1 0.2 0.0 0.051
F 1.2380 1.7342 -3.6860 0.0 -0.1 -0.1 0.005
H 5.3302 -1.7906 -2.5473 0.0 0.0 0.0 0.000
H 5.3103 -0.7476 -1.1121 0.0 0.0 0.0 0.002
H 4.3689 -0.3084 -2.5259 0.0 0.0 0.0 0.000
H 4.8277 -2.8937 -0.0909 0.0 0.1 0.1 0.001
H 3.3764 -3.7633 -0.5343 0.0 0.0 0.0 -0.002
H 3.4119 -1.2853 1.2523 0.0 0.0 -0.1 -0.045
H 3.2625 -2.9418 1.8105 0.0 0.1 0.0 0.020
H 1.7532 -2.7688 -1.7405 0.0 0.0 0.0 -0.011
H 2.6912 -2.4811 -3.1976 0.0 0.0 0.0 -0.002
H 0.6493 -0.9513 -2.8415 0.0 -0.1 -0.1 0.018
H 2.1678 -0.1914 -3.2723 0.1 0.0 0.0 -0.003
C -3.4204 5.1365 -1.4847 0.0 0.0 0.0 0.000
N -3.9863 3.8287 -1.7507 0.0 0.0 0.0 0.000
C -5.3029 3.4693 -1.5519 -0.2 -0.2 0.0 0.000
C -5.4361 2.1976 -1.9881 -0.1 0.2 0.1 0.000
N -4.2019 1.7981 -2.4570 0.0 0.0 0.0 0.000
C -3.9076 0.4988 -3.0269 0.0 0.0 0.0 0.000
C -3.3027 2.8006 -2.3067 0.2 0.0 0.0 0.000
Se -1.5240 2.7740 -2.7639 -0.1 0.0 0.0 0.001
H -4.0508 5.6474 -0.7605 0.0 0.0 0.0 0.000
H -3.3634 5.7211 -2.4019 0.0 0.0 0.0 0.000
H -2.4130 5.0112 -1.0935 0.0 0.0 0.0 0.000
H -6.0257 4.1544 -1.1473 0.0 0.0 0.0 0.000
H -6.2972 1.5559 -2.0337 0.0 0.0 0.0 0.000
H -4.7835 0.1416 -3.5634 0.0 0.0 0.0 0.000
H -3.6396 -0.2132 -2.2453 0.0 0.0 0.0 0.000
H -3.0677 0.6065 -3.7090 0.0 0.0 0.0 0.000
N -1.8603 2.5598 1.0688 0.0 -0.1 0.2 0.007
C -1.7045 1.3288 0.5839 0.2 0.1 -0.3 0.009
N -2.7322 0.4784 0.5601 -0.1 0.0 0.1 0.007
O -0.5979 1.0167 0.0471 0.2 0.2 0.3 -0.017
H -2.7024 2.8560 1.5302 0.0 0.0 -0.1 0.001
H -1.0527 3.1589 1.0910 0.0 0.0 -0.1 0.000
H -3.5846 0.6752 1.0562 0.0 0.0 0.0 0.000
H -2.5399 -0.4780 0.3103 0.0 0.0 0.0 0.001
C -1.5314 -0.1506 4.0771 0.1 0.0 0.0 0.001
C -0.1803 -0.5151 3.4546 -0.1 0.0 0.1 -0.051
O -0.3460 -0.7285 2.0997 0.0 0.0 0.0 -0.131
C 0.3323 -1.8153 4.1185 0.0 0.1 0.1 -0.001
F 1.4692 -2.2608 3.5615 0.0 0.1 0.1 -0.002
F 0.5569 -1.6491 5.4284 0.0 0.0 -0.1 0.000
F -0.5804 -2.7892 3.9775 0.0 0.1 0.0 0.000
C 0.8093 0.6482 3.6938 -0.1 0.1 0.1 0.081
F 0.4549 1.6880 2.9004 0.0 0.0 0.0 -0.001
F 2.0735 0.3324 3.3669 -0.1 0.0 0.0 0.002
F 0.7976 1.0939 4.9492 0.1 -0.1 -0.1 0.001
H -2.2468 -0.9284 3.8217 0.0 0.0 0.0 0.000
H -1.8658 0.7986 3.6592 0.0 0.0 0.0 -0.001
H -1.4754 -0.0554 5.1596 0.0 0.0 0.0 0.000

18
Properties=species:S:1:pos:R:3:forces:R:3:nbo_charge:R:1 method="wB97M-V/def2-TZVPD" e_above_lowest_kj_mol=579.0 total_energy_ev=-11171.482 gap_ha="0.302 / 0.288"
C -0.4915 -0.4310 0.1287 -1.6 1.4 0.4 0.673
N 0.1084 0.7974 -0.0690 1.9 -0.5 -0.5 -0.178
N 0.4826 1.4353 1.1578 0.1 -0.5 -0.3 -0.705
N -2.0824 0.8196 0.4540 -0.3 -1.2 0.3 -0.983
N -0.2348 -1.1591 1.2423 0.0 0.2 0.0 -0.821
N -0.8474 -1.1042 -1.0125 0.4 -0.1 -0.1 -0.819
C 2.1558 -0.4704 -1.5209 -0.5 -0.2 -0.4 -0.135
N 1.9154 0.1371 -0.4607 0.1 0.7 0.4 -0.384
H 1.4641 1.1864 1.3047 -0.1 0.1 -0.1 0.386
H 0.4586 2.4291 0.9551 0.0 -0.1 0.0 0.365
H -1.9449 1.2967 1.3451 0.1 0.0 -0.2 0.331
H -2.1909 1.5550 -0.2441 0.3 -0.1 0.0 0.330
H -0.6355 -2.0777 1.3259 -0.1 0.2 0.1 0.395
H -0.1267 -0.6014 2.0793 0.0 -0.2 -0.1 0.416
H -1.0491 -0.4728 -1.7745 -0.1 0.0 0.1 0.400
H -1.5600 -1.8077 -0.8863 0.0 0.2 0.0 0.391
H 3.1939 -0.6709 -1.8227 -0.1 0.0 0.2 0.175
H 1.3844 -0.8611 -2.2023 0.1 0.2 0.1 0.163

74
Properties=species:S:1:pos:R:3:forces:R:3:mulliken_spin:R:1 method="wB97M-V/def2-TZVPD" total_energy_ev=-120225.110 gap_ha="0.304 / 0.235" spin_multiplicity=2 charge=+1
Cu -0.5831 0.1677 -2.6983 0.1 -0.1 0.5 0.489
I -1.7505 2.4120 -2.9709 0.1 0.1 -0.3 0.100
C -1.0049 3.6939 -1.4854 -0.1 0.1 0.1 -0.011
C -1.9505 4.6328 -1.1664 0.1 0.0 0.1 0.008
C -1.6316 5.7286 -0.3430 0.0 -0.1 -0.1 0.001
C -0.3519 5.8701 0.0865 0.0 0.0 0.0 0.000
C 0.6400 4.9094 -0.2307 0.0 0.1 0.1 0.002
C 1.9605 5.1535 0.2168 0.0 0.0 0.0 -0.001
C 2.9680 4.2827 -0.0568 -0.1 0.0 0.0 0.004
C 2.6579 3.0895 -0.7258 0.1 0.0 0.0 0.003
C 1.3892 2.7819 -1.1601 0.0 0.1 0.0 -0.030
P 1.2911 1.0570 -1.7459 0.1 0.2 -0.1 0.212
C 1.8344 0.0569 -0.3431 0.0 -0.1 -0.1 0.010
C 2.2849 -1.2455 -0.5797 0.0 0.0 0.0 0.015
C 2.6216 -2.0680 0.4838 0.0 0.0 0.0 -0.006
C 2.4987 -1.6056 1.7870 0.0 0.0 0.0 0.013
C 2.0358 -0.3196 2.0258 0.0 0.0 -0.1 -0.006
C 1.7031 0.5118 0.9668 -0.1 0.0 0.0 0.015
C 2.5387 0.9182 -3.0546 0.0 0.0 0.1 -0.001
C 2.1762 1.3671 -4.3253 0.0 0.0 0.0 0.016
C 3.0799 1.3021 -5.3723 0.0 0.0 0.0 -0.003
C 4.3494 0.7824 -5.1592 0.0 0.0 0.0 0.006
C 4.7157 0.3361 -3.8982 0.0 0.0 0.0 -0.003
C 3.8151 0.4024 -2.8455 0.1 0.0 0.0 0.008
C 0.3328 3.7387 -0.9882 0.0 -0.1 0.0 0.003
H -2.9520 4.5551 -1.5652 0.0 0.0 0.0 -0.001
H -2.3932 6.4549 -0.0979 0.0 0.0 0.0 0.000
H -0.0592 6.7250 0.6815 0.0 0.0 0.0 0.000
H 2.1478 6.0632 0.7722 0.0 0.0 0.0 0.000
H 3.9812 4.4774 0.2627 0.0 0.0 0.0 0.000
H 3.4550 2.3705 -0.8734 0.0 0.0 0.0 0.000
H 2.3673 -1.6224 -1.5904 0.0 0.0 0.0 -0.004
H 2.9590 -3.0765 0.2932 0.0 0.0 0.0 0.000
H 2.7558 -2.2526 2.6147 0.0 0.0 0.0 0.000
H 1.9342 0.0411 3.0408 0.0 0.0 0.0 0.000
H 1.3282 1.5062 1.1683 0.0 0.0 0.0 0.002
H 1.1846 1.7664 -4.5061 0.0 0.0 0.0 0.005
H 2.7891 1.6458 -6.3553 0.0 0.0 0.0 0.000
H 5.0515 0.7209 -5.9792 0.0 0.0 0.0 0.000
H 5.7044 -0.0691 -3.7316 0.0 0.0 0.0 0.000
H 4.1123 0.0477 -1.8670 0.0 0.0 0.0 0.002
C -5.7045 -2.3858 1.4654 0.0 0.0 0.0 0.000
C -5.1703 -1.0127 1.0843 0.0 0.1 -0.1 0.000
C -3.9096 -0.6280 1.8438 0.1 0.0 0.1 0.000
N -2.7957 -1.5239 1.5402 0.0 0.0 0.1 0.001
C -1.8190 -1.2704 0.6908 0.3 -0.3 -0.2 -0.001
S -1.7290 0.1525 -0.2257 -0.3 0.1 -0.2 0.001
N -0.8411 -2.2201 0.5095 0.0 0.2 0.0 0.003
C -0.4899 -3.3863 1.2151 0.0 -0.1 0.0 0.000
O 0.0883 -4.2600 0.6191 0.0 0.0 0.0 0.000
C -0.7556 -3.4697 2.6793 -0.1 0.0 -0.1 0.000
C -0.5683 -2.3753 3.5213 -0.1 0.0 0.0 -0.001
C -0.7447 -2.5221 4.8870 0.0 0.0 0.0 0.000
C -1.1221 -3.7539 5.4083 0.0 0.0 0.0 0.000
C -1.3032 -4.8448 4.5704 0.0 0.0 0.0 0.000
C -1.1054 -4.7094 3.2050 0.0 0.0 0.1 0.000
H -6.6319 -2.6069 0.9400 0.0 0.0 0.0 0.000
H -5.9093 -2.4472 2.5360 0.0 0.0 0.0 0.000
H -5.0001 -3.1802 1.2105 0.0 0.0 0.0 0.000
H -5.9235 -0.2474 1.2844 0.0 0.0 0.0 0.000
H -4.9564 -0.9689 0.0134 0.0 0.0 0.0 0.000
H -4.0708 -0.6813 2.9232 0.0 0.0 0.0 0.000
H -3.5924 0.3827 1.5956 0.0 0.0 0.0 0.000
H -2.7981 -2.4245 1.9959 0.0 0.0 0.1 0.000
H -0.2996 -2.0991 -0.3384 0.0 0.0 0.0 -0.003
H -0.2692 -1.4184 3.1114 0.0 0.0 0.0 0.001
H -0.5842 -1.6803 5.5459 0.0 0.0 0.0 0.000
H -1.2667 -3.8640 6.4743 0.0 0.0 0.0 0.000
H -1.5873 -5.8036 4.9813 0.0 0.0 0.0 0.000
H -1.2147 -5.5539 2.5389 0.0 0.0 0.0 0.000
O 0.4580 -2.5309 -4.8579 0.1 -0.1 -0.1 0.013
N 0.0376 -1.6637 -4.1706 -0.2 0.1 0.1 -0.007
O -0.6535 -0.6821 -4.5919 -0.1 -0.1 0.0 0.034
O 0.2456 -1.6302 -2.8905 0.1 0.0 0.0 0.110

16
Properties=species:S:1:pos:R:3:forces:R:3:mulliken_spin:R:1 method="wB97M-V/def2-TZVPD" e_above_lowest_kj_mol=218.7 total_energy_ev=-9771.504 gap_ha="0.236 / 0.292" spin_multiplicity=3 charge=+1
C -0.9623 -1.1501 -0.3678 -5.9 4.1 0.8 0.757
C -0.8103 1.1029 0.6328 1.6 -2.6 -0.8 0.081
C 1.0136 -1.5301 -0.2873 2.7 -0.6 -1.3 0.068
C 1.1117 0.1017 -0.4805 0.1 -1.7 2.5 0.037
C -0.3850 -2.2283 -0.8131 5.1 2.6 3.4 0.517
N -1.3339 -0.0584 0.1509 -1.3 -0.7 -0.5 0.315
N 0.5333 1.1545 0.4974 0.5 -1.0 -1.3 0.078
N -1.6297 1.9873 1.1469 -2.3 1.3 0.4 0.085
H 1.8568 -1.8309 -1.1045 -1.5 0.3 2.2 0.027
H 1.3093 -1.7214 0.7998 -0.4 -0.5 -1.6 0.039
H 2.1639 0.1774 -0.5022 1.1 0.8 0.3 -0.012
H 0.7631 0.2289 -1.4372 -1.0 1.1 -2.3 -0.001
H -0.5111 -3.0407 -1.4144 -0.5 -1.9 -1.7 0.005
H 1.0482 2.0353 0.4813 -0.3 -0.2 0.1 0.009
H -2.6211 2.0174 0.9158 0.4 -1.2 -0.4 -0.001
H -1.5466 2.7544 1.7822 1.7 0.2 0.2 -0.003

16
Properties=species:S:1:pos:R:3:forces:R:3:nbo_charge:R:1 method="wB97M-V/def2-TZVPD" e_above_lowest_kj_mol=214.3 total_energy_ev=-19676.192 gap_ha=0.375
C 0.0267 -0.0372 1.3423 0.9 0.0 0.1 -0.669
C -0.2654 -1.2350 -0.8074 2.4 -0.7 -1.5 -0.640
C 0.3179 -0.0276 -0.1714 -0.2 1.9 0.5 -0.063
N -0.0881 1.1741 -0.9397 -1.3 -1.2 0.0 -0.872
O 2.7298 -1.1692 0.2865 -0.1 -0.6 -0.3 -0.950
O 2.5527 1.2816 0.4710 0.3 -0.1 -2.3 -0.892
S 2.1782 -0.0583 -0.4810 -0.1 0.8 1.7 1.512
H -0.9710 -0.1012 1.7980 -0.1 -0.5 -1.0 0.238
H 0.6914 -0.7628 1.8143 -0.2 -0.3 0.0 0.240
H 0.3389 0.8945 1.7333 0.4 1.3 0.5 0.190
H 0.1582 -2.0680 -0.2393 -0.5 -0.3 -0.2 0.237
H 0.1222 -1.2984 -1.8597 -0.4 -0.1 0.8 0.221
H -1.3192 -1.2373 -0.8637 -1.2 0.0 0.3 0.220
H 2.0653 1.2602 1.2772 -0.6 -0.2 1.2 0.478
H -1.1150 1.0890 -0.9493 0.7 0.8 -0.3 0.363
H 0.2119 2.1151 -0.6955 0.0 -0.6 0.6 0.388